## P
Computed, not measured: 3 unconnected molecules or ions with the total composition C2H11N2O2, with ωB97M-V/def2-TZVPD.

The net charge is +1. The highest occupied orbital energy comes out at -13.27 eV. Its gap between HOMO and LUMO is 9.919 eV. The calculation puts the lowest unoccupied orbital energy at -3.35 eV.

Each line ends with the Mulliken charge.
Element x y z (Å)
1 C 0.997 0.599 -0.225  -0.02
2 C 0.104 1.301 -0.905  -0.48
3 N -1.040 0.658 -1.577  -0.32
4 N 1.256 -0.769 -0.079  -0.53
5 H 1.869 1.075 0.197  0.30
6 H 0.034 2.380 -0.898  0.41
7 H -0.836 -0.343 -1.672  0.38
8 H -1.232 1.114 -2.471  0.35
9 H -1.898 0.712 -1.012  0.39
10 H 2.233 -0.994 -0.031  0.26
11 H 0.693 -1.279 0.582  0.24
12 H -3.423 -0.962 -1.582  0.34
13 H -3.700 -1.549 -0.150  0.33
14 O -3.026 -1.254 -0.764  -0.65
15 H 3.129 0.128 3.095  0.32
16 H 1.871 -0.595 3.737  0.32
17 O 2.182 0.023 3.072  -0.63

=====

## Q
Computed, not measured: 3 unconnected molecules or ions with the total composition C2H11N2O2, with ωB97M-V/def2-TZVPD.

The net charge is +1. The highest occupied orbital energy comes out at -14.60 eV. Its gap between HOMO and LUMO is 11.252 eV. The calculation puts the lowest unoccupied orbital energy at -3.35 eV.

Each line ends with the Mulliken charge.
Element x y z (Å)
1 C 0.106 -1.372 -1.930  -0.83
2 N -0.392 0.111 1.298  -0.32
3 C -0.539 -0.041 -0.017  0.24
4 N 0.416 -0.530 -0.809  -0.15
5 H -0.903 -1.683 -1.966  0.34
6 H 0.716 -2.313 -1.985  0.32
7 H 0.215 -0.725 -2.899  0.28
8 H 0.411 -0.214 1.802  0.18
9 H -1.290 0.327 1.865  0.29
10 H -1.609 0.114 -0.187  0.36
11 H 1.359 -0.591 -0.338  0.28
12 H -3.351 2.482 -0.323  0.32
13 H -2.256 2.099 -1.388  0.31
14 O -2.649 1.841 -0.586  -0.62
15 H 3.697 0.847 2.219  0.34
16 H 3.182 -0.554 2.947  0.35
17 O 2.887 0.201 2.297  -0.68

=====

## R
Computed, not measured: 3 unconnected molecules or ions with the total composition C2H11N2O2, with ωB97M-V/def2-TZVPD.

The net charge is +1. The highest occupied orbital energy comes out at -12.36 eV. Its gap between HOMO and LUMO is 9.078 eV. The calculation puts the lowest unoccupied orbital energy at -3.28 eV.

Each line ends with the Mulliken charge.
Element x y z (Å)
1 C -0.749 0.787 0.402  -0.62
2 C -0.396 1.964 -0.164  0.05
3 N 0.829 2.503 -0.391  -0.35
4 N -0.252 -0.568 -0.081  -0.11
5 H -1.525 0.796 1.150  0.33
6 H -1.157 2.747 -0.177  0.32
7 H 1.672 2.119 -0.009  0.20
8 H 0.871 3.279 -1.027  0.23
9 H 0.749 -0.569 0.136  0.32
10 H -0.481 -0.462 -1.060  0.39
11 H -0.844 -1.208 0.425  0.28
12 H -2.431 -2.346 -0.205  0.32
13 H -2.844 -2.991 1.139  0.32
14 O -2.166 -2.459 0.712  -0.66
15 H 2.966 -1.146 0.502  0.34
16 H 3.141 -1.493 -0.976  0.31
17 O 2.616 -0.951 -0.377  -0.68

=====

Computed relative energies in units of kJ/mol: P 41.5; Q 0.0; R 76.9

=====

## P
Computed, not measured: 2 unconnected molecules or ions with the total composition C6H14O2, with ωB97M-V/def2-TZVPD.

The net charge is -1. The expectation value of S² is 0.750. The highest occupied orbital energy (alpha / beta) comes out at 1.06 / -6.05 eV. Its gap between HOMO and LUMO (alpha / beta) is 2.281 / 9.317 eV. The spin multiplicity is 2. The calculation puts the lowest unoccupied orbital energy (alpha / beta) at 3.34 / 3.26 eV.

Each line ends with the Mulliken charge.
Element x y z (Å)
1 C -2.589 -0.676 0.666  -0.94
2 O -3.080 -1.178 1.929  -0.30
3 C -1.574 0.478 0.844  -1.03
4 C -0.246 -0.098 1.347  -1.01
5 C 0.766 -0.209 0.248  -1.22
6 C 2.034 0.177 0.248  1.31
7 C 2.945 -0.141 -0.892  -1.74
8 H -3.484 -0.259 0.197  0.40
9 H -2.145 -1.523 0.146  0.44
10 H -2.448 -0.914 2.602  0.27
11 H -2.032 1.147 1.569  0.47
12 H -1.573 0.955 -0.133  0.58
13 H -0.343 -1.077 1.827  0.42
14 H 0.164 0.585 2.105  0.18
15 H 0.346 -0.579 -0.692  0.33
16 H 2.465 0.565 1.169  0.38
17 H 3.047 -1.200 -1.107  0.39
18 H 2.595 0.431 -1.763  0.16
19 H 4.015 0.107 -0.814  0.37
20 H 0.819 0.951 -3.782  0.81
21 H 0.095 0.950 -2.461  0.16
22 O 0.223 1.506 -3.254  -1.44

=====

## Q
Computed, not measured: 2 unconnected molecules or ions with the total composition C6H14O2, with ωB97M-V/def2-TZVPD.

The net charge is -1. The expectation value of S² is 0.754. The highest occupied orbital energy (alpha / beta) comes out at 0.58 / -2.88 eV. Its gap between HOMO and LUMO (alpha / beta) is 2.891 / 6.285 eV. The spin multiplicity is 2. The calculation puts the lowest unoccupied orbital energy (alpha / beta) at 3.47 / 3.41 eV.

Each line ends with the Mulliken charge.
Element x y z (Å)
1 O 3.443 -0.944 -0.084  -0.75
2 C 2.225 -1.401 -0.062  -0.75
3 C 1.048 -0.860 -0.874  -0.40
4 C -0.152 -0.620 0.089  0.39
5 C 0.191 0.445 1.133  -1.54
6 C -1.394 -0.186 -0.714  -0.70
7 C -2.694 -0.360 0.101  -1.21
8 H 2.119 -2.420 0.359  0.29
9 H 0.768 -1.769 -1.445  0.35
10 H 1.256 -0.080 -1.608  0.40
11 H -0.352 -1.586 0.555  0.05
12 H 1.154 0.249 1.596  0.52
13 H -0.107 1.398 0.719  0.40
14 H -0.499 0.367 1.995  0.28
15 H -1.502 -0.882 -1.552  0.33
16 H -1.241 0.816 -1.115  0.39
17 H -3.482 0.308 -0.265  0.35
18 H -3.089 -1.354 -0.113  0.33
19 H -2.558 -0.190 1.166  0.30
20 H 1.903 3.687 0.376  0.27
21 H 1.679 2.418 -0.476  0.32
22 O 1.282 2.965 0.219  -0.61

=====

Computed relative energies in units of kJ/mol: P 42.9; Q 0.0

=====

## P
Computed, not measured: a single C2H3FSi molecule, with ωB97M-V/def2-TZVPD.

The highest occupied orbital energy comes out at -9.06 eV. As for the SMILES: FC1=C[SiH2]1. Its gap between HOMO and LUMO is 9.073 eV. The calculation puts the lowest unoccupied orbital energy at 0.01 eV.

Each line ends with the Mulliken charge.
Element x y z (Å)
1 C 1.116 -0.878 0.084  -0.23
2 C 1.916 0.135 0.012  -0.17
3 F 3.277 0.278 -0.061  -0.17
4 Si -0.174 0.531 -0.012  0.31
5 H 1.176 -1.979 -0.106  0.34
6 H -1.141 0.492 -1.209  -0.04
7 H -0.728 1.314 1.106  -0.03

=====

## Q
Computed, not measured: 2 unconnected molecules or ions with the total composition C2H3FSi, with ωB97M-V/def2-TZVPD.

The highest occupied orbital energy comes out at -9.26 eV. Its gap between HOMO and LUMO is 8.451 eV. The calculation puts the lowest unoccupied orbital energy at -0.81 eV.

Each line ends with the Mulliken charge.
Element x y z (Å)
1 C 1.587 0.409 -0.621  -0.41
2 C 1.535 -0.688 -0.101  -0.25
3 F -2.336 -1.065 0.280  -0.29
4 Si -2.661 0.601 0.062  0.35
5 H 2.164 1.118 -1.120  0.31
6 H 1.139 -1.435 0.526  0.35
7 H -1.428 1.060 0.973  -0.07

=====

Computed relative energies in units of kJ/mol: P 69.6; Q 0.0

=====

## P
Computed, not measured: 12 unconnected molecules or ions with the total composition C5H34NO12, with ωB97M-V/def2-TZVPD.

The net charge is -1. The highest occupied orbital energy comes out at -5.87 eV. Its gap between HOMO and LUMO is 8.293 eV. The calculation puts the lowest unoccupied orbital energy at 2.43 eV.

Each line ends with the Mulliken charge.
Element x y z (Å)
1 C -0.164 1.958 0.859  -0.93
2 N 0.420 0.611 0.908  0.46
3 C 0.786 0.145 -0.414  0.28
4 C -1.976 -0.454 0.807  -0.93
5 C -0.534 -0.387 1.591  0.50
6 C -0.636 -0.052 3.140  -0.74
7 O -1.888 0.751 3.544  -0.54
8 H -1.098 2.079 0.292  -0.04
9 H 0.611 2.606 0.338  0.39
10 H -0.414 2.389 1.886  0.22
11 H 1.414 -0.801 -0.132  -0.24
12 H 0.077 -0.091 -1.173  -0.13
13 H 1.517 0.921 -0.817  0.40
14 H -2.669 -1.049 1.455  0.39
15 H -2.213 0.616 0.732  0.37
16 H -2.002 -1.046 -0.175  0.56
17 H 0.000 -1.423 1.618  -0.16
18 H -0.861 -1.089 3.538  0.35
19 H 0.217 0.480 3.656  0.26
20 H 3.362 -0.053 0.274  0.34
21 H 2.600 0.825 1.136  0.43
22 O 3.429 0.399 1.096  -0.81
23 H -1.946 1.558 3.058  0.30
24 H -2.088 4.246 0.356  0.34
25 O -3.000 4.216 0.676  -0.65
26 H 0.045 -3.219 -0.817  0.34
27 H -0.110 -4.801 -0.542  0.18
28 O 0.322 -4.136 -0.240  -0.80
29 H -1.742 -1.244 -2.860  0.29
30 H -0.507 1.644 -4.285  0.28
31 O -1.797 -0.429 -2.453  -0.65
32 H 1.981 -4.165 0.478  0.40
33 H 2.522 -2.836 0.893  0.26
34 O 2.659 -3.736 0.848  -0.66
35 H -0.099 -4.447 1.443  0.44
36 H 0.669 -4.264 2.688  0.32
37 O -0.233 -4.592 2.433  -0.70
38 H 0.480 -2.370 -2.281  0.11
39 H -1.388 -0.521 -1.562  -0.34
40 O -0.174 -2.303 -1.776  -0.83
41 H 2.427 1.722 -3.432  0.27
42 H 1.000 2.363 -2.792  0.40
43 O 2.011 2.381 -2.753  -0.66
44 H -3.206 3.429 0.271  0.32
45 H -2.664 2.051 -1.502  0.33
46 O -3.364 1.503 -1.027  -0.68
47 H 4.476 1.775 0.064  0.33
48 H 4.517 2.541 -1.221  0.27
49 O 4.017 2.492 -0.417  -0.57
50 H -1.010 1.270 -2.769  0.42
51 H -3.235 0.609 -1.319  0.33
52 O -0.541 1.927 -3.320  -0.81

=====

## Q
Computed, not measured: 12 unconnected molecules or ions with the total composition C5H34NO12, with ωB97M-V/def2-TZVPD.

The net charge is -1. The highest occupied orbital energy comes out at -5.54 eV. Its gap between HOMO and LUMO is 7.996 eV. The calculation puts the lowest unoccupied orbital energy at 2.46 eV.

Each line ends with the Mulliken charge.
Element x y z (Å)
1 C -0.833 1.018 -3.444  -0.97
2 C -0.050 1.260 -2.098  -0.37
3 N -0.401 0.066 -1.341  0.06
4 C 1.511 0.158 0.177  -0.74
5 C -0.036 0.206 0.052  0.75
6 C -0.926 -0.907 1.045  -0.62
7 O -0.697 -0.636 2.280  -0.98
8 H -1.133 -0.023 -3.519  0.24
9 H -0.360 1.527 -4.246  0.45
10 H -2.019 1.458 -3.324  0.13
11 H -0.409 2.151 -1.669  0.13
12 H 1.118 1.296 -2.452  0.34
13 H 0.020 -0.807 -1.773  0.64
14 H 1.709 0.389 1.207  -0.22
15 H 2.026 -0.800 -0.164  0.11
16 H 1.978 0.939 -0.509  0.37
17 H -0.329 1.278 0.274  -0.38
18 H -2.073 -0.909 0.674  0.08
19 H -0.743 -1.895 0.721  0.46
20 H -2.043 2.685 1.082  0.34
21 H -1.662 3.232 2.335  0.45
22 O -1.559 3.539 1.391  -0.63
23 H 0.396 -2.358 3.637  0.27
24 H 0.621 -1.014 3.131  0.40
25 O 1.099 -1.768 3.728  -0.78
26 H -2.164 0.785 -0.558  0.18
27 H -2.546 2.147 -0.216  0.14
28 O -2.822 1.451 -0.794  -0.67
29 H 0.924 -3.132 -3.698  0.28
30 H -0.126 -3.322 -2.519  0.32
31 O 0.734 -2.908 -2.766  -0.63
32 H 1.470 4.139 1.291  0.30
33 H 0.139 4.135 0.600  0.32
34 O 0.896 4.663 0.772  -0.65
35 H 2.468 -3.216 -1.642  0.32
36 H 3.641 -2.538 -2.453  0.29
37 O 3.176 -3.345 -2.183  -0.62
38 H 3.039 -1.045 3.723  0.38
39 H 2.467 0.176 2.914  0.30
40 O 3.279 -0.209 3.330  -0.72
41 H -1.547 0.689 2.660  0.52
42 H -1.673 1.424 3.995  0.28
43 O -1.989 1.471 3.043  -0.79
44 H -4.264 -0.138 -1.972  0.34
45 H -3.158 -1.116 -2.205  0.34
46 O -4.175 -1.041 -2.261  -0.71
47 H -1.589 -1.587 -1.797  0.28
48 H -2.544 -2.617 -1.084  0.36
49 O -2.094 -2.442 -1.927  -0.80
50 H 4.388 -0.396 -0.263  0.28
51 H 4.138 -0.383 1.299  0.41
52 O 4.734 -0.282 0.574  -0.62

=====

Computed relative energies in units of kJ/mol: P 88.7; Q 0.0